(1)
Below is an isolated molecule of C3H5BrS, with properties calculated with ωB97M-V with the def2-TZVPD basis set.

As for the frontier orbital gap (spin up / spin down): 8.1 / 8.3 eV. The calculation puts the relative energy (zero: lowest compared OMol25 entry of this formula, charge and spin) at 74.4 kcal per mole. The total energy comes out at -84066.05356 eV.

```
! wB97M-V def2-TZVPD RIJCOSX def2/J DEFGRID3
* xyz 0 1
Br -2.010 1.344 -0.173
S 0.364 -0.084 -1.898
C -0.186 -1.593 -0.980
C 0.512 0.749 0.905
C -0.353 0.554 -0.360
H 0.506 -1.636 -0.065
H -0.002 1.153 1.710
H 1.270 1.508 0.618
H 1.089 -0.092 1.088
H -1.190 -1.903 -0.845
*
```


(2)
Below is a cluster of 2 separate species, C3H5BrSi in total, with properties calculated with ωB97M-V with the def2-TZVPD basis set.

As for the frontier orbital gap (spin up / spin down): 8.1 / 8.1 eV. The calculation puts the relative energy (zero: lowest compared OMol25 entry of this formula, charge and spin) at 122.7 kcal per mole. The total energy comes out at -81106.02143 eV.

```
! wB97M-V def2-TZVPD RIJCOSX def2/J DEFGRID3
* xyz 0 1
Br -1.220 -1.182 -1.744
Si -0.564 -0.680 1.430
C 0.900 1.968 -1.275
C -0.110 -0.383 -0.442
C 0.480 0.892 -0.849
H 1.199 2.933 -1.759
H 1.494 -1.353 -0.851
H 0.415 -1.055 2.468
H -1.022 0.704 1.746
H -1.573 -1.844 1.276
*
```


(3)
Below is an isolated molecule of C3H5BrSi, with properties calculated with ωB97M-V with the def2-TZVPD basis set.

As for the frontier orbital gap: 8.3 eV. Its SMILES is [SiH3]C=C=CBr. The calculation puts the relative energy (zero: lowest compared OMol25 entry of this formula, charge and spin) at 66.9 kcal per mole. The total energy comes out at -81108.44134 eV.

```
! wB97M-V def2-TZVPD RIJCOSX def2/J DEFGRID3
* xyz 0 1
Br 0.556 -3.711 -1.915
Si 0.230 1.271 1.394
C -0.010 -0.454 -0.853
C 0.040 0.820 -0.433
C -0.328 -1.656 -1.213
H 0.287 2.729 1.456
H 0.020 1.588 -1.194
H -0.929 0.755 2.119
H 1.468 0.681 1.905
H -1.335 -2.024 -1.267
*
```


(4)
Below is a cluster of 2 separate species, C3H5Cl in total, with properties calculated with ωB97M-V with the def2-TZVPD basis set.

As for the frontier orbital gap: 10.2 eV. Its SMILES is C#CC.Cl. The calculation puts the relative energy (zero: lowest compared OMol25 entry of this formula, charge and spin) at 42.4 kcal per mole. The total energy comes out at -15712.00640 eV.

```
! wB97M-V def2-TZVPD RIJCOSX def2/J DEFGRID3
* xyz 0 1
Cl -2.654 -0.324 -0.106
C -0.282 0.870 -1.142
C 1.318 -0.100 0.791
C 0.502 0.560 -0.275
H -2.571 -1.630 -0.266
H 1.457 0.690 1.531
H 2.316 -0.219 0.501
H 0.742 -0.965 0.977
H -0.826 1.119 -2.012
*
```


(5)
Below is an isolated molecule of C3H5Cl, with properties calculated with ωB97M-V with the def2-TZVPD basis set.

As for the frontier orbital gap (spin up / spin down): 6.5 / 8.7 eV. The calculation puts the relative energy (zero: lowest compared OMol25 entry of this formula, charge and spin) at 14.2 kcal per mole. Its expectation value of S² is 2.0067. The total energy comes out at -15708.95210 eV.

```
! wB97M-V def2-TZVPD RIJCOSX def2/J DEFGRID3
* xyz 0 3
Cl -1.984 0.353 0.964
C -0.246 0.222 -1.069
C 0.721 -0.369 1.185
C -0.251 -0.017 0.358
H -0.456 1.275 -1.200
H 0.853 0.075 -1.557
H 1.725 -0.844 0.758
H -0.868 -0.394 -1.663
H 0.506 -0.301 2.224
*
```


(6)
Below is an isolated molecule of C3H5Cl2NO2, with properties calculated with ωB97M-V with the def2-TZVPD basis set.

As for the frontier orbital gap: 11.1 eV. Its SMILES is CC(Cl)(Cl)C[N+](=O)[O-]. The calculation puts the relative energy (zero: lowest compared OMol25 entry of this formula, charge and spin) at 90.3 kcal per mole. The total energy comes out at -33818.19924 eV.

```
! wB97M-V def2-TZVPD RIJCOSX def2/J DEFGRID3
* xyz 0 1
Cl -0.837 2.024 -0.898
Cl -2.380 0.481 0.926
O 2.081 -0.654 -0.141
O 2.009 1.432 0.369
N 1.618 0.278 0.406
C -0.726 -0.675 -1.028
C 0.359 0.060 1.098
C -0.946 0.450 -0.076
H 0.397 0.652 1.977
H 0.277 -0.978 1.181
H -1.305 -0.853 -1.884
H -0.821 -1.578 -0.417
H 0.273 -0.639 -1.513
*
```


(7)
Below is an isolated molecule of C3H5Cl2NS2, with properties calculated with ωB97M-V with the def2-TZVPD basis set.

As for the frontier orbital gap: 9.4 eV. Its SMILES is C[C@@](S)(Cl)/C(Cl)=N/S. The calculation puts the relative energy (zero: lowest compared OMol25 entry of this formula, charge and spin) at 5.0 kcal per mole. The total energy comes out at -51395.87168 eV.

```
! wB97M-V def2-TZVPD RIJCOSX def2/J DEFGRID3
* xyz 0 1
Cl 1.427 1.772 -0.313
Cl -0.829 -1.072 -1.754
S 3.362 -0.494 0.302
S -1.107 -1.376 1.156
N 1.796 -0.812 0.225
C -0.525 -0.214 -0.111
C 1.006 0.165 -0.006
C -1.378 1.027 -0.149
H -1.370 1.642 -1.007
H 3.592 -1.843 0.001
H -2.420 -1.105 0.807
H -2.495 0.928 0.062
H -1.060 1.383 0.788
*
```


(8)
Below is a cluster of 2 separate species, C3H5Cl2NSSi in total, with properties calculated with ωB97M-V with the def2-TZVPD basis set.

As for the frontier orbital gap (spin up / spin down): 7.2 / 6.6 eV. The calculation puts the relative energy (zero: lowest compared OMol25 entry of this formula, charge and spin) at 85.4 kcal per mole. The total energy comes out at -48438.20951 eV.

```
! wB97M-V def2-TZVPD RIJCOSX def2/J DEFGRID3
* xyz 0 1
Cl 3.918 -1.463 -0.887
Cl 4.185 1.493 0.720
S -0.185 1.072 -1.155
Si 3.352 -0.291 0.619
N -0.677 -0.838 0.568
C -1.986 -0.559 -0.045
C 0.256 -0.140 0.083
C -1.953 0.824 -0.626
H -2.772 -0.753 0.736
H -2.045 1.756 0.139
H -2.739 1.060 -1.374
H 2.905 -0.892 1.980
H -2.259 -1.268 -0.759
*
```


(9)
Below is an isolated molecule of C3H5Cl3, with properties calculated with ωB97M-V with the def2-TZVPD basis set.

As for the frontier orbital gap: 11.7 eV. Its SMILES is C[C@H](Cl)C(Cl)Cl. The calculation puts the relative energy (zero: lowest compared OMol25 entry of this formula, charge and spin) at 5.4 kcal per mole. The total energy comes out at -40759.40341 eV.

```
! wB97M-V def2-TZVPD RIJCOSX def2/J DEFGRID3
* xyz 0 1
Cl -1.318 1.312 -1.359
Cl -2.397 -1.331 -0.414
Cl 0.727 -1.280 -1.562
C 0.172 -0.601 -0.034
C 1.160 0.498 0.452
C -1.224 -0.009 -0.117
H 2.226 0.152 0.635
H 1.223 1.316 -0.310
H -1.523 0.471 0.735
H 0.157 -1.404 0.587
H 0.798 0.875 1.386
*
```


(10)
Below is a cluster of 2 separate species, C3H5Cl4NOS in total, with properties calculated with ωB97M-V with the def2-TZVPD basis set.

As for the frontier orbital gap: 9.5 eV. Its SMILES is ClSC(Cl)(Cl)Cl.[H]/N=C/OC. The calculation puts the relative energy (zero: lowest compared OMol25 entry of this formula, charge and spin) at 10.3 kcal per mole. The total energy comes out at -67653.06053 eV.

```
! wB97M-V def2-TZVPD RIJCOSX def2/J DEFGRID3
* xyz 0 1
Cl 1.727 -2.955 -0.640
Cl 4.386 -0.821 0.415
Cl 1.581 0.136 0.746
Cl 3.181 -0.851 3.078
S 2.213 -2.807 1.291
O -1.101 1.608 -0.553
N -1.925 -0.259 -1.478
C -0.976 0.575 -1.431
C -2.265 1.728 0.233
C 2.836 -1.085 1.373
H -2.578 0.644 0.502
H -2.061 2.458 1.067
H -0.021 0.502 -1.964
H -3.170 2.011 -0.404
H -1.826 -0.886 -2.235
*
```


(11)
Below is a cluster of 2 separate species, C3H5ClINO in total, with properties calculated with ωB97M-V with the def2-TZVPD basis set.

As for the frontier orbital gap: 9.7 eV. The calculation puts the relative energy (zero: lowest compared OMol25 entry of this formula, charge and spin) at 52.3 kcal per mole. The total energy comes out at -27350.10875 eV.

```
! wB97M-V def2-TZVPD RIJCOSX def2/J DEFGRID3
* xyz 0 1
I -1.916 1.320 -0.521
Cl -1.764 -1.949 -0.515
O 0.739 -1.502 1.422
N 1.345 1.971 -1.586
C -0.697 -0.494 -0.172
C 1.530 0.811 -1.587
C -0.209 -0.454 1.203
H 1.323 2.922 -1.213
H -1.039 -0.651 1.946
H 0.474 -2.027 0.590
H 0.197 0.428 1.535
H 0.019 -0.376 -1.102
*
```


(12)
Below is an isolated molecule of C3H5ClN2, with properties calculated with ωB97M-V with the def2-TZVPD basis set.

As for the frontier orbital gap: 8.9 eV. The calculation puts the relative energy (zero: lowest compared OMol25 entry of this formula, charge and spin) at 116.9 kcal per mole. The total energy comes out at -18689.04083 eV.

```
! wB97M-V def2-TZVPD RIJCOSX def2/J DEFGRID3
* xyz 0 1
Cl 4.877 0.082 0.033
N 2.413 -0.498 0.079
N 0.992 -0.344 -0.085
C 3.200 0.489 -0.317
C -0.925 0.773 0.024
C 0.532 0.843 0.136
H -1.382 0.211 0.885
H 2.633 -1.141 0.898
H -0.939 0.139 -0.798
H -1.436 1.742 -0.026
H 0.425 -1.294 -0.030
*
```


(13)
Below is a cluster of 2 separate species, C3H5ClN2 in total, with properties calculated with ωB97M-V with the def2-TZVPD basis set.

As for the frontier orbital gap: 10.6 eV. The calculation puts the relative energy (zero: lowest compared OMol25 entry of this formula, charge and spin) at 42.6 kcal per mole. The total energy comes out at -18692.26499 eV.

```
! wB97M-V def2-TZVPD RIJCOSX def2/J DEFGRID3
* xyz 0 1
Cl -1.939 1.134 -0.099
N -1.027 -2.737 -0.810
N 0.016 0.276 1.412
C -0.424 0.277 0.129
C -0.781 -1.634 -0.598
C 0.762 0.573 -0.831
H 1.702 0.350 -0.297
H -0.601 0.314 2.153
H 0.533 1.578 -1.070
H 0.867 0.005 -1.753
H 0.892 -0.135 1.765
*
```


(14)
Below is a cluster of 2 separate species, C3H5ClN2S in total, with properties calculated with ωB97M-V with the def2-TZVPD basis set.

As for the frontier orbital gap: 7.9 eV. The calculation puts the relative energy (zero: lowest compared OMol25 entry of this formula, charge and spin) at 125.6 kcal per mole. The total energy comes out at -29523.77929 eV.

```
! wB97M-V def2-TZVPD RIJCOSX def2/J DEFGRID3
* xyz 0 1
Cl -0.972 1.095 1.166
S -2.084 -0.601 -0.950
N -1.889 -1.982 0.219
N 1.555 0.859 -0.278
C 2.101 1.243 0.766
C 0.830 0.481 -1.196
C -1.392 0.846 -0.405
H -1.153 -2.724 0.076
H 2.350 2.304 1.011
H -2.845 -2.329 0.185
H 1.036 0.264 -2.195
H 2.462 0.544 1.601
*
```


(15)
Below is an isolated molecule of C3H5ClN2S, with properties calculated with ωB97M-V with the def2-TZVPD basis set.

As for the frontier orbital gap: 9.2 eV. The calculation puts the relative energy (zero: lowest compared OMol25 entry of this formula, charge and spin) at 51.6 kcal per mole. The total energy comes out at -29526.98888 eV.

```
! wB97M-V def2-TZVPD RIJCOSX def2/J DEFGRID3
* xyz 0 1
Cl -0.459 2.517 -0.527
S 1.155 0.005 -0.777
N -1.326 -0.778 -0.445
N 1.613 -1.203 0.089
C 0.102 1.105 0.342
C -1.006 0.105 0.721
C -0.457 -0.917 -1.314
H -1.808 0.751 1.067
H -0.617 -0.521 1.580
H -0.407 -1.357 -2.310
H 2.654 -1.253 0.304
H 0.557 1.546 1.269
*
```


(16)
Below is a cluster of 2 separate species, C3H5ClNO in total, with properties calculated with ωB97M-V with the def2-TZVPD basis set.

As for the frontier orbital gap (spin up / spin down): 7.7 / 7.7 eV. The calculation puts the relative energy (zero: lowest compared OMol25 entry of this formula, charge and spin) at 36.0 kcal per mole. The total energy comes out at -19241.52246 eV.

```
! wB97M-V def2-TZVPD RIJCOSX def2/J DEFGRID3
* xyz 1 1
Cl 1.956 -1.617 2.150
O 1.324 -2.049 -0.383
N -0.311 0.419 0.224
C 1.439 -1.696 0.699
C -0.874 1.403 0.792
C -0.383 0.005 -1.123
H -1.068 -0.849 -1.162
H -0.650 1.633 1.825
H 0.637 -0.327 -1.511
H -0.678 0.882 -1.748
H -1.392 2.195 0.237
*
```


(17)
Below is a structure of composition C3H5ClNO2P, with properties calculated with ωB97M-V with the def2-TZVPD basis set.

As for the frontier orbital gap: 9.3 eV. The calculation puts the relative energy (zero: lowest compared OMol25 entry of this formula, charge and spin) at 33.5 kcal per mole. The total energy comes out at -30587.88630 eV.

```
! wB97M-V def2-TZVPD RIJCOSX def2/J DEFGRID3
* xyz 0 1
Cl -1.627 0.396 2.785
P 0.330 0.565 1.861
O 0.512 -1.021 1.278
O 0.821 1.470 0.612
N -1.054 1.475 -0.677
C 0.185 1.042 -0.533
C 0.618 -0.316 -1.115
C 0.163 -1.327 -0.115
H 1.678 -0.325 -1.356
H 0.537 -2.368 -0.353
H -0.969 -1.459 -0.106
H -1.311 2.362 -0.272
H 0.120 -0.496 -2.012
*
```


(18)
Below is a structure of composition C3H5ClNO5S, with properties calculated with ωB97M-V with the def2-TZVPD basis set.

As for the frontier orbital gap: 8.8 eV. The calculation puts the relative energy (zero: lowest compared OMol25 entry of this formula, charge and spin) at 0.0 kcal per mole. The total energy comes out at -38277.01899 eV.

```
! wB97M-V def2-TZVPD RIJCOSX def2/J DEFGRID3
* xyz -1 1
Cl 2.223 0.906 1.199
S -0.088 -0.674 -2.171
O -1.298 -1.493 -2.240
O -1.069 2.397 0.017
O -0.013 0.018 2.224
O 0.898 -1.076 -1.229
O 0.357 -0.179 -3.480
N -0.636 0.875 -1.477
C 0.528 1.111 1.514
C 0.161 -1.244 1.567
C -0.428 1.402 -0.212
H -0.381 -2.087 2.110
H 0.333 2.153 1.881
H 1.213 -1.676 1.527
H -0.244 -1.351 0.630
H -1.555 0.918 -1.860
*
```


(19)
Below is an isolated molecule of C3H5ClO, with properties calculated with ωB97M-V with the def2-TZVPD basis set.

As for the frontier orbital gap: 10.7 eV. Its SMILES is OC/C=C/Cl. The calculation puts the relative energy (zero: lowest compared OMol25 entry of this formula, charge and spin) at 32.9 kcal per mole. The total energy comes out at -17760.35095 eV.

```
! wB97M-V def2-TZVPD RIJCOSX def2/J DEFGRID3
* xyz 0 1
Cl 1.930 2.209 -0.236
O -1.635 -0.716 -0.520
C -0.468 -1.044 0.230
C 0.584 1.195 -0.003
C 0.579 -0.101 -0.168
H 1.630 -0.440 -0.412
H -0.845 -0.959 1.258
H -0.079 -1.987 0.042
H -0.210 1.628 0.570
H -1.486 0.215 -0.762
*
```


(20)
Below is an isolated molecule of C3H5ClO, with properties calculated with ωB97M-V with the def2-TZVPD basis set.

As for the frontier orbital gap: 10.0 eV. Its SMILES is CO/C=C\Cl. The calculation puts the relative energy (zero: lowest compared OMol25 entry of this formula, charge and spin) at 47.6 kcal per mole. The total energy comes out at -17759.71496 eV.

```
! wB97M-V def2-TZVPD RIJCOSX def2/J DEFGRID3
* xyz 0 1
Cl -1.631 -1.824 1.613
O -0.614 0.326 -0.454
C 0.131 -0.712 -0.324
C 0.023 1.631 -0.292
C -0.117 -1.805 0.437
H 0.513 -2.715 0.718
H 0.759 1.499 0.650
H 0.597 1.847 -1.257
H -0.754 2.397 -0.111
H 1.093 -0.644 -0.981
*
```


It is found that the molecular weight values, taken in the order of the records, are 153.04; 149.06; 149.06; 76.53; 76.53; 157.98; 190.12; 186.14; 147.43; 244.96; 233.44; 104.54; 104.54; 136.61; 136.61; 106.53; 153.51; 202.60; 92.53; 92.53 g mol⁻¹.
It is found that the max |F| values, taken in the order of the records, are 5.04; 4.59; 3.05; 3.61; 10.21; 3.59; 3.64; 4.37; 3.67; 2.73; 4.03; 2.87; 3.58; 4.45; 3.05; 3.77; 5.43; 4.02; 4.02; 4.40 eV/A.